Below is C3H3NO as an isolated structure in a non-equilibrium geometry, with properties calculated with ωB97M-V/def2-TZVPD.

The LUMO energy comes out at 0.013 hartree. As for the energy above the lowest of the compared OMol25 structures with the same formula, charge and spin: 128.69 kcal per mole. The calculation puts the total energy at -6690.9113 eV. Its net charge is 0. As for the HOMO-LUMO gap: 9.101 eV.

Last column: Mulliken charge in e.
CARTESIAN COORDINATES (ANGSTROEM)
C  0.4470  -0.4001  0.8112  0.07
C  0.9008  0.1710  -0.4869  0.01
C  -1.0536  0.3753  -0.5216  -0.19
N  1.2469  0.7473  0.6099  -0.64
O  -1.0347  -0.0416  0.6430  -0.22
H  0.4068  -1.3071  1.2706  0.39
H  1.1568  -0.2274  -1.4683  0.30
H  -2.0700  0.6825  -0.8578  0.27

Below is one molecule with the formula C3H3NO2 in a non-equilibrium geometry, with properties calculated with ωB97M-V/def2-TZVPD.

The LUMO energy comes out at 0.026 hartree. As for the energy above the lowest of the compared OMol25 structures with the same formula, charge and spin: 74.62 kcal per mole. The SMILES is Oc1ccon1. The calculation puts the total energy at -8741.8955 eV. Its net charge is 0. As for the HOMO-LUMO gap: 10.921 eV.

Last column: Mulliken charge in e.
CARTESIAN COORDINATES (ANGSTROEM)
O  2.0658  -0.0043  -0.0986  -0.50
C  0.8095  -0.3390  0.2593  0.61
C  -0.1700  0.6739  0.0370  -0.31
C  -1.3018  -0.0445  -0.0101  -0.47
O  -1.0570  -1.3261  0.2805  -0.14
N  0.3180  -1.5275  0.4409  -0.37
H  1.6561  0.6056  -0.7639  0.36
H  -0.0016  1.7408  0.0982  0.39
H  -2.3189  0.2211  -0.2433  0.42

Below is one molecule with the formula C3H3NO2 in a non-equilibrium geometry, with properties calculated with ωB97M-V/def2-TZVPD.

The LUMO energy comes out at 0.002 hartree. As for the energy above the lowest of the compared OMol25 structures with the same formula, charge and spin: 59.98 kcal per mole. The calculation puts the total energy at -8742.5302 eV. Its net charge is 0. As for the HOMO-LUMO gap: 9.647 eV.

Last column: Mulliken charge in e.
CARTESIAN COORDINATES (ANGSTROEM)
C  0.4587  -0.0173  0.8333  -0.27
O  1.1263  -0.0646  -0.3765  -0.32
C  0.2189  -0.0103  -1.4297  0.66
O  0.6074  -0.0060  -2.5567  -0.46
C  -1.2326  0.0400  -0.8864  -0.30
N  -0.9758  0.0293  0.3970  0.01
H  -1.6218  0.0559  1.1729  0.15
H  0.6764  -0.9093  1.4425  0.27
H  0.7425  0.8822  1.4035  0.26

Below is one molecule with the formula C3H3NO2 in a non-equilibrium geometry, with properties calculated with ωB97M-V/def2-TZVPD.

The LUMO energy comes out at 0.008 hartree. As for the energy above the lowest of the compared OMol25 structures with the same formula, charge and spin: 40.83 kcal per mole. The SMILES is N#C[C@@H](O)C=O. The calculation puts the total energy at -8743.3606 eV. Its net charge is 0. As for the HOMO-LUMO gap: 11.260 eV.

Last column: Mulliken charge in e.
CARTESIAN COORDINATES (ANGSTROEM)
N  -1.9372  -0.4158  1.7907  -0.36
C  -0.9746  -0.2643  1.1698  0.10
C  0.2396  -0.0083  0.3762  0.29
O  0.9957  -1.1695  0.2689  -0.50
C  -0.1467  0.5704  -0.9908  0.04
O  0.3809  0.1714  -1.9962  -0.45
H  0.7915  0.7977  0.8935  0.20
H  1.5339  -1.0775  -0.5309  0.34
H  -0.8831  1.3959  -0.9812  0.34

Below is one molecule with the formula C3H3NO2 in a non-equilibrium geometry, with properties calculated with ωB97M-V/def2-TZVPD.

The LUMO energy comes out at 0.025 hartree. As for the energy above the lowest of the compared OMol25 structures with the same formula, charge and spin: 61.34 kcal per mole. The calculation puts the total energy at -8742.4713 eV. Its net charge is 0. As for the HOMO-LUMO gap: 10.537 eV.

Last column: Mulliken charge in e.
CARTESIAN COORDINATES (ANGSTROEM)
O  -2.3338  0.4187  0.3802  -0.52
C  -1.1687  0.1807  0.2291  0.48
N  -0.4685  -0.1040  -0.9624  0.03
C  0.8287  -0.4568  -0.8191  -0.55
C  1.0048  -0.1666  0.5792  0.07
O  -0.2208  0.1394  1.2108  -0.32
H  -0.9480  -0.0871  -1.8502  0.18
H  1.5672  0.6760  -0.0158  0.19
H  1.7391  -0.6003  1.2482  0.44

Below is one molecule with the formula C3H3NO2 in a non-equilibrium geometry, with properties calculated with ωB97M-V/def2-TZVPD.

The LUMO energy comes out at 0.026 hartree. As for the energy above the lowest of the compared OMol25 structures with the same formula, charge and spin: 71.76 kcal per mole. The SMILES is Oc1ccon1. The calculation puts the total energy at -8742.0192 eV. Its net charge is 0. As for the HOMO-LUMO gap: 10.905 eV.

Last column: Mulliken charge in e.
CARTESIAN COORDINATES (ANGSTROEM)
O  2.0676  -0.0042  -0.0935  -0.50
C  0.8055  -0.3358  0.2458  0.62
C  -0.1791  0.6738  0.0421  -0.30
C  -1.3097  -0.0483  0.0017  -0.48
O  -1.0566  -1.3325  0.2746  -0.14
N  0.3191  -1.5281  0.4194  -0.38
H  1.6956  0.6187  -0.7612  0.36
H  -0.0124  1.7414  0.0916  0.39
H  -2.3300  0.2152  -0.2204  0.42

Below is one molecule with the formula C3H3NO2 in a non-equilibrium geometry, with properties calculated with ωB97M-V/def2-TZVPD.

The LUMO energy comes out at 0.025 hartree. As for the energy above the lowest of the compared OMol25 structures with the same formula, charge and spin: 39.54 kcal per mole. The SMILES is Oc1ncco1. The calculation puts the total energy at -8743.4166 eV. Its net charge is 0. As for the HOMO-LUMO gap: 10.422 eV.

Last column: Mulliken charge in e.
CARTESIAN COORDINATES (ANGSTROEM)
O  -1.9976  -0.0776  -0.0844  -0.46
C  -0.6104  -0.1399  0.0073  0.63
N  0.1332  -1.1365  0.0876  -0.49
C  1.4186  -0.5938  -0.0340  -0.33
C  1.3570  0.6757  -0.0197  -0.16
O  0.0184  1.0021  -0.0171  -0.30
H  -2.2772  0.6258  0.4334  0.31
H  2.2581  -1.2338  -0.1489  0.39
H  1.9288  1.5153  0.1925  0.41

Below is C3H3NO2 as an isolated structure in a non-equilibrium geometry, with properties calculated with ωB97M-V/def2-TZVPD.

The LUMO energy comes out at 0.003 hartree. As for the energy above the lowest of the compared OMol25 structures with the same formula, charge and spin: 80.40 kcal per mole. The calculation puts the total energy at -8741.6447 eV. Its net charge is 0. As for the HOMO-LUMO gap: 10.622 eV.

Last column: Mulliken charge in e.
CARTESIAN COORDINATES (ANGSTROEM)
O  0.1283  1.3477  -0.7478  -0.49
C  0.2908  0.2058  -0.0556  0.24
C  -0.9688  -0.4648  0.1782  0.04
O  -1.9789  0.2324  0.1140  -0.61
C  1.5992  -0.4030  -0.1311  0.21
N  2.6379  -0.9059  -0.0539  -0.35
H  -0.8615  1.4175  -0.7951  0.41
H  -0.0413  -0.0158  1.2529  0.13
H  -0.8893  -1.5398  0.3363  0.43

Below is one molecule with the formula C3H3NO2 in a non-equilibrium geometry, with properties calculated with ωB97M-V/def2-TZVPD.

The LUMO energy comes out at 0.028 hartree. As for the energy above the lowest of the compared OMol25 structures with the same formula, charge and spin: 39.41 kcal per mole. The SMILES is O=c1[nH]cco1. The calculation puts the total energy at -8743.4221 eV. Its net charge is 0. As for the HOMO-LUMO gap: 9.725 eV.

Last column: Mulliken charge in e.
CARTESIAN COORDINATES (ANGSTROEM)
O  2.2226  -0.7845  0.4226  -0.56
C  1.0741  -0.4590  0.3045  0.47
N  0.5367  0.7624  0.1055  -0.08
C  -0.8143  0.6777  -0.2291  -0.29
C  -1.1409  -0.6197  -0.0325  -0.09
O  -0.0210  -1.3206  0.3293  -0.30
H  0.9914  1.6434  0.2537  0.21
H  -0.7995  1.3126  -1.0909  0.26
H  -2.0491  -1.2122  -0.0629  0.39

Below is one molecule with the formula C3H3NO2 in a non-equilibrium geometry, with properties calculated with ωB97M-V/def2-TZVPD.

The LUMO energy comes out at -0.001 hartree. As for the energy above the lowest of the compared OMol25 structures with the same formula, charge and spin: 35.41 kcal per mole. The SMILES is COC(=O)C#N. The calculation puts the total energy at -8743.5954 eV. Its net charge is 0. As for the HOMO-LUMO gap: 11.737 eV.

Last column: Mulliken charge in e.
CARTESIAN COORDINATES (ANGSTROEM)
C  1.0927  -0.0463  0.6053  -0.67
O  0.6832  -0.3276  -0.7388  -0.31
C  -0.5988  -0.2490  -1.0816  0.71
O  -1.0205  -0.6130  -2.1415  -0.47
C  -1.5137  0.3527  -0.0806  0.16
N  -2.2849  0.8249  0.6400  -0.31
H  0.6108  0.8562  0.9919  0.35
H  0.8607  -0.8991  1.2486  0.30
H  2.1705  0.1012  0.5567  0.23